{"formula": "C76H68Cl7Ge2N6O2S4Ti", "method": "wB97M-V/def2-TZVPD", "symbols": ["Ti", "C", "C", "C", "C", "C", "N", "C", "C", "C", "C", "C", "C", "C", "N", "C", "C", "C", "N", "C", "C", "N", "C", "C", "C", "N", "H", "H", "H", "H", "H", "H", "H", "H", "H", "H", "H", "H", "H", "H", "H", "H", "H", "H", "C", "C", "C", "C", "C", "C", "C", "C", "C", "C", "C", "C", "C", "C", "C", "Ge", "S", "S", "Ge", "S", "S", "C", "C", "C", "C", "C", "C", "C", "C", "C", "C", "C", "C", "C", "C", "C", "C", "C", "C", "C", "C", "C", "C", "C", "C", "C", "C", "C", "C", "C", "C", "C", "C", "C", "H", "H", "H", "H", "H", "H", "H", "H", "H", "H", "H", "H", "H", "H", "H", "H", "H", "H", "H", "H", "H", "H", "H", "H", "H", "H", "H", "H", "H", "H", "H", "H", "H", "H", "H", "H", "H", "H", "H", "H", "H", "H", "H", "H", "H", "H", "H", "H", "H", "H", "Cl", "C", "C", "Cl", "C", "Cl", "C", "O", "C", "O", "C", "Cl", "Cl", "C", "Cl", "Cl", "C", "N"], "coordinates": [[0.161, 0.263, -0.029], [-1.585, 6.121, 3.758], [-1.470, 4.725, 3.204], [-2.559, 3.860, 3.160], [-2.463, 2.627, 2.550], [-1.273, 2.163, 1.944], [-1.227, 1.009, 1.218], [-2.496, 0.514, 0.822], [-3.288, 1.327, 0.004], [-4.539, 0.942, -0.425], [-5.068, -0.284, -0.055], [-6.424, -0.708, -0.549], [-4.308, -1.103, 0.759], [-3.048, -0.731, 1.219], [-2.401, -1.640, 2.102], [-2.722, -2.950, 2.279], [-1.877, -3.452, 3.234], [-1.066, -2.358, 3.589], [-1.394, -1.276, 2.911], [-0.140, 2.967, 2.181], [-0.263, 4.236, 2.734], [1.168, 2.505, 1.910], [2.251, 2.835, 2.645], [3.345, 2.255, 2.054], [2.829, 1.566, 0.954], [1.513, 1.718, 0.874], [-2.614, 6.478, 3.702], [-1.274, 6.164, 4.807], [-0.951, 6.812, 3.199], [-3.504, 4.170, 3.593], [-3.329, 1.979, 2.524], [-2.884, 2.284, -0.304], [-5.100, 1.590, -1.085], [-6.915, 0.121, -1.058], [-6.331, -1.529, -1.264], [-7.063, -1.037, 0.273], [-4.718, -2.063, 1.047], [-3.476, -3.452, 1.701], [-1.856, -4.458, 3.615], [-0.254, -2.317, 4.298], [0.621, 4.861, 2.785], [2.175, 3.421, 3.543], [4.371, 2.311, 2.367], [3.366, 0.973, 0.239], [6.606, 3.947, 1.793], [6.329, 3.014, 0.643], [6.480, 3.432, -0.670], [6.244, 2.575, -1.738], [6.469, 3.032, -3.148], [5.822, 1.271, -1.485], [5.684, 0.820, -0.164], [5.316, -0.612, 0.123], [5.934, 1.703, 0.878], [5.714, 0.303, -2.613], [6.835, -0.503, -2.803], [6.868, -1.448, -3.807], [5.770, -1.586, -4.635], [4.632, -0.799, -4.465], [4.595, 0.173, -3.447], [2.833, 1.010, -2.880], [2.136, -0.480, -1.472], [3.123, 3.125, -2.041], [0.931, 3.356, -2.701], [-0.357, 2.920, -1.046], [1.201, 1.731, -4.304], [0.474, 5.174, -3.516], [-0.732, 5.790, -3.125], [-1.059, 7.067, -3.585], [-0.225, 7.762, -4.435], [0.942, 7.156, -4.852], [1.300, 5.878, -4.412], [2.574, 5.429, -5.050], [2.531, 4.784, -6.290], [1.240, 4.284, -6.879], [3.713, 4.618, -7.008], [4.921, 5.113, -6.549], [6.194, 4.938, -7.333], [4.937, 5.780, -5.331], [3.791, 5.931, -4.566], [3.865, 6.624, -3.232], [-1.808, 5.203, -2.269], [-2.800, 4.425, -2.868], [-2.657, 3.985, -4.300], [-3.922, 4.071, -2.125], [-4.075, 4.471, -0.806], [-5.290, 4.094, 0.001], [-3.067, 5.229, -0.222], [-1.940, 5.608, -0.934], [-0.843, 6.385, -0.260], [3.544, -1.025, -5.460], [3.444, -0.139, -6.539], [4.327, 1.078, -6.606], [2.558, -0.420, -7.567], [1.773, -1.563, -7.558], [0.841, -1.858, -8.697], [1.871, -2.422, -6.471], [2.747, -2.181, -5.419], [2.836, -3.152, -4.272], [7.155, 4.827, 1.456], [7.194, 3.445, 2.563], [5.672, 4.285, 2.249], [6.805, 4.449, -0.868], [7.125, 3.901, -3.169], [5.515, 3.311, -3.596], [6.902, 2.236, -3.755], [4.470, -0.931, -0.491], [5.057, -0.748, 1.172], [6.153, -1.272, -0.115], [5.833, 1.349, 1.900], [7.686, -0.371, -2.144], [7.744, -2.069, -3.951], [5.778, -2.318, -5.436], [-1.999, 7.504, -3.267], [-0.490, 8.754, -4.780], [1.604, 7.664, -5.544], [0.402, 4.930, -6.616], [1.023, 3.287, -6.491], [1.313, 4.221, -7.965], [3.676, 4.107, -7.965], [5.991, 4.541, -8.328], [6.862, 4.244, -6.817], [6.715, 5.892, -7.436], [5.870, 6.195, -4.965], [4.804, 7.171, -3.131], [3.818, 5.872, -2.441], [3.031, 7.311, -3.089], [-2.493, 4.842, -4.958], [-3.543, 3.447, -4.630], [-1.796, 3.319, -4.410], [-4.691, 3.464, -2.593], [-6.046, 3.617, -0.623], [-5.732, 4.979, 0.464], [-5.011, 3.399, 0.796], [-3.162, 5.526, 0.819], [-1.186, 6.795, 0.691], [-0.476, 7.193, -0.893], [-0.009, 5.704, -0.065], [5.376, 0.809, -6.458], [4.058, 1.795, -5.826], [4.220, 1.574, -7.571], [2.480, 0.267, -8.404], [1.187, -1.390, -9.621], [-0.149, -1.466, -8.461], [0.744, -2.933, -8.855], [1.253, -3.314, -6.446], [2.218, -4.029, -4.463], [2.483, -2.674, -3.358], [3.864, -3.473, -4.099], [1.105, -6.307, -0.413], [1.174, -4.656, 0.091], [2.228, -4.211, 0.872], [3.500, -5.292, 1.313], [2.260, -2.882, 1.310], [3.536, -2.307, 2.324], [1.269, -1.989, 0.938], [1.189, -0.720, 1.249], [0.220, -2.438, 0.088], [-0.622, -1.490, -0.247], [0.161, -3.768, -0.291], [-1.153, -4.290, -1.280], [-3.400, -1.990, -2.895], [-2.728, -0.439, -3.300], [-3.873, 0.741, -3.834], [-1.814, -0.975, -5.435], [-1.712, -0.016, -2.464], [-0.754, 0.278, -1.872]], "charge": -2, "s_squared": 0.76, "energy_ev": -360108.6167, "homo_energy_ev": [-2.3856, -2.8859], "multiplicity": 2}

---

{"formula": "C76H78N3O8", "method": "wB97M-V/def2-TZVPD", "symbols": ["C", "C", "C", "C", "C", "C", "C", "C", "C", "C", "C", "C", "N", "C", "N", "C", "C", "C", "N", "C", "C", "C", "C", "H", "H", "H", "H", "H", "H", "H", "H", "H", "H", "H", "H", "H", "H", "H", "H", "H", "H", "H", "H", "H", "H", "H", "H", "H", "H", "H", "H", "H", "H", "H", "H", "H", "H", "H", "H", "H", "H", "H", "H", "H", "H", "H", "H", "H", "H", "C", "C", "C", "C", "C", "C", "C", "O", "C", "C", "C", "C", "C", "C", "C", "O", "H", "H", "H", "H", "H", "H", "H", "H", "C", "C", "C", "C", "C", "C", "C", "O", "C", "C", "C", "C", "C", "C", "C", "O", "H", "H", "H", "H", "H", "H", "H", "H", "C", "C", "C", "C", "C", "C", "C", "O", "C", "C", "C", "C", "C", "C", "C", "O", "H", "H", "H", "H", "H", "H", "H", "H", "C", "C", "C", "C", "C", "C", "C", "O", "C", "C", "C", "C", "C", "C", "C", "O", "H", "H", "H", "H", "H", "H", "H", "H"], "coordinates": [[5.968, -8.749, 2.041], [5.948, -7.961, 0.730], [5.129, -6.667, 0.823], [5.920, -5.447, 1.352], [5.875, -4.197, 0.450], [4.825, -3.135, 0.839], [3.553, -3.720, 1.468], [2.299, -2.860, 1.284], [1.022, -3.675, 1.509], [0.809, -3.998, 2.987], [-0.354, -4.959, 3.293], [-0.418, -6.107, 2.279], [-1.232, -7.336, 2.617], [-2.470, -6.969, 3.437], [-2.193, -6.830, 4.829], [-0.486, -8.452, 3.333], [0.685, -8.147, 4.270], [2.091, -8.130, 3.604], [2.970, -7.027, 3.955], [-1.740, -7.953, 1.285], [-2.911, -7.180, 0.681], [-0.591, -8.177, 0.278], [-0.420, -7.150, -0.855], [6.486, -9.704, 1.921], [6.464, -8.193, 2.840], [4.945, -8.972, 2.368], [5.546, -8.599, -0.064], [6.977, -7.720, 0.436], [4.713, -6.430, -0.165], [4.273, -6.864, 1.482], [5.583, -5.199, 2.364], [6.968, -5.748, 1.462], [5.695, -4.517, -0.583], [6.861, -3.723, 0.454], [4.540, -2.572, -0.056], [5.275, -2.419, 1.536], [3.355, -4.707, 1.023], [3.737, -3.894, 2.535], [2.295, -2.471, 0.261], [2.307, -2.005, 1.970], [1.128, -4.583, 0.897], [0.155, -3.117, 1.134], [0.563, -3.050, 3.482], [1.721, -4.363, 3.458], [-1.280, -4.373, 3.215], [-0.302, -5.304, 4.320], [0.580, -6.435, 1.991], [-0.877, -5.706, 1.377], [-2.840, -6.032, 3.022], [-3.188, -7.767, 3.231], [-2.574, -5.984, 5.222], [-2.492, -7.621, 5.378], [-0.125, -9.135, 2.564], [-1.271, -8.996, 3.867], [0.675, -8.985, 4.976], [0.508, -7.259, 4.875], [1.997, -8.162, 2.513], [2.594, -9.064, 3.880], [2.718, -6.585, 4.827], [3.046, -6.327, 3.234], [-2.109, -8.936, 1.595], [-3.851, -7.367, 1.201], [-2.745, -6.102, 0.640], [-3.040, -7.518, -0.351], [-0.777, -9.158, -0.170], [0.359, -8.290, 0.806], [-0.788, -6.154, -0.607], [0.637, -7.054, -1.113], [-0.935, -7.474, -1.762], [-1.996, 4.428, 1.921], [-0.846, 3.722, 2.252], [-0.895, 2.347, 2.411], [-2.098, 1.671, 2.244], [-3.259, 2.385, 1.928], [-3.200, 3.763, 1.763], [-4.565, 1.696, 1.746], [-5.568, 2.303, 1.442], [-4.596, 0.211, 1.921], [-5.807, -0.458, 1.781], [-5.858, -1.833, 1.928], [-4.698, -2.546, 2.211], [-3.491, -1.882, 2.352], [-3.435, -0.501, 2.213], [-2.120, 0.194, 2.383], [-1.111, -0.441, 2.617], [-1.947, 5.500, 1.786], [0.086, 4.256, 2.385], [-0.007, 1.783, 2.660], [-4.104, 4.299, 1.507], [-6.696, 0.114, 1.558], [-6.802, -2.351, 1.823], [-4.744, -3.623, 2.322], [-2.576, -2.416, 2.573], [-5.170, 1.990, -3.130], [-5.225, 2.884, -2.067], [-4.101, 3.604, -1.702], [-2.908, 3.427, -2.391], [-2.850, 2.527, -3.457], [-3.986, 1.818, -3.829], [-1.579, 2.301, -4.199], [-1.522, 1.531, -5.135], [-0.374, 3.062, -3.760], [0.829, 2.855, -4.426], [1.958, 3.560, -4.046], [1.892, 4.476, -3.002], [0.696, 4.685, -2.335], [-0.440, 3.979, -2.710], [-1.714, 4.215, -1.972], [-1.776, 5.015, -1.062], [-6.050, 1.426, -3.410], [-6.142, 3.013, -1.508], [-4.130, 4.303, -0.878], [-3.923, 1.130, -4.660], [0.860, 2.145, -5.241], [2.894, 3.399, -4.565], [2.775, 5.030, -2.712], [0.625, 5.397, -1.523], [-1.159, 1.624, -8.625], [-0.432, 1.818, -9.796], [-0.337, 3.081, -10.357], [-0.973, 4.158, -9.751], [-1.712, 3.960, -8.584], [-1.803, 2.692, -8.025], [-2.419, 5.088, -7.913], [-3.040, 4.919, -6.884], [-2.332, 6.433, -8.552], [-3.016, 7.497, -7.975], [-2.941, 8.756, -8.544], [-2.179, 8.961, -9.689], [-1.496, 7.905, -10.269], [-1.573, 6.637, -9.706], [-0.841, 5.513, -10.360], [-0.165, 5.695, -11.349], [-1.223, 0.641, -8.178], [0.064, 0.981, -10.270], [0.228, 3.250, -11.263], [-2.370, 2.555, -7.116], [-3.600, 7.320, -7.083], [-3.476, 9.583, -8.096], [-2.119, 9.947, -10.130], [-0.900, 8.045, -11.160], [5.607, 8.006, 3.284], [4.900, 6.978, 2.668], [3.535, 6.857, 2.865], [2.870, 7.760, 3.686], [3.581, 8.785, 4.312], [4.950, 8.907, 4.104], [2.901, 9.758, 5.217], [3.517, 10.652, 5.752], [1.437, 9.583, 5.441], [0.784, 10.449, 6.310], [-0.577, 10.313, 6.527], [-1.293, 9.315, 5.874], [-0.646, 8.449, 5.009], [0.721, 8.576, 4.792], [1.397, 7.620, 3.872], [0.771, 6.754, 3.295], [6.672, 8.102, 3.123], [5.417, 6.273, 2.031], [2.970, 6.069, 2.388], [5.482, 9.711, 4.592], [1.355, 11.222, 6.805], [-1.084, 10.987, 7.205], [-2.357, 9.215, 6.042], [-1.187, 7.666, 4.496]], "charge": 1, "energy_ev": -100924.5405, "homo_energy_ev": -10.5823, "multiplicity": 1}

---

{"formula": "C77H73AsFGeN4O4P3Rb", "method": "wB97M-V/def2-TZVPD", "symbols": ["Rb", "C", "C", "O", "C", "C", "C", "N", "N", "C", "O", "C", "C", "C", "C", "C", "C", "H", "H", "H", "H", "H", "H", "H", "H", "H", "H", "H", "H", "F", "Ge", "C", "C", "C", "C", "C", "C", "P", "C", "C", "C", "C", "C", "C", "C", "C", "C", "C", "C", "C", "C", "C", "C", "C", "C", "C", "P", "C", "C", "C", "C", "C", "C", "C", "C", "C", "C", "C", "C", "C", "C", "C", "C", "C", "C", "P", "C", "C", "C", "C", "C", "C", "C", "C", "C", "C", "C", "C", "H", "H", "H", "H", "H", "H", "H", "H", "H", "H", "H", "H", "H", "H", "H", "H", "H", "H", "H", "H", "H", "H", "H", "H", "H", "H", "H", "H", "H", "H", "H", "H", "H", "H", "H", "H", "H", "H", "H", "H", "H", "H", "C", "O", "C", "O", "N", "N", "H", "H", "H", "H", "H", "H", "C", "As", "C", "C", "C", "C", "C", "C", "C", "C", "H", "H", "H", "H", "H", "H", "H", "H", "H", "H", "H", "H", "H"], "coordinates": [[-0.262, 1.124, -0.099], [-0.837, 5.517, -2.094], [-0.934, 4.369, -1.099], [-0.849, 3.201, -1.581], [-1.009, 4.676, 0.257], [-1.132, 3.771, 1.384], [-0.435, 4.233, 2.646], [-1.791, 2.659, 1.541], [-2.773, 2.341, 0.592], [-3.068, 1.098, 0.298], [-2.438, -0.008, 0.482], [-4.372, 1.012, -0.448], [-4.501, 0.094, -1.481], [-5.682, 0.000, -2.205], [-6.757, 0.817, -1.884], [-6.638, 1.728, -0.842], [-5.451, 1.831, -0.133], [0.162, 5.531, -2.539], [-1.544, 5.341, -2.908], [-1.040, 6.489, -1.646], [-0.864, 5.723, 0.512], [-0.818, 5.218, 2.930], [-0.630, 3.538, 3.461], [0.643, 4.349, 2.503], [-3.662, -0.545, -1.723], [-5.754, -0.708, -3.023], [-7.680, 0.748, -2.447], [-7.473, 2.370, -0.588], [-5.330, 2.557, 0.659], [0.076, -0.178, -2.110], [-0.181, -1.438, -3.290], [1.415, -1.235, -4.420], [1.286, -1.513, -5.778], [2.330, -1.297, -6.664], [3.507, -0.730, -6.209], [3.648, -0.440, -4.863], [2.639, -0.728, -3.949], [2.897, -0.579, -2.126], [3.719, 1.062, -2.000], [2.903, 2.156, -1.714], [3.408, 3.446, -1.702], [4.761, 3.658, -1.928], [5.597, 2.574, -2.157], [5.079, 1.288, -2.196], [4.286, -1.724, -1.805], [4.437, -2.032, -0.450], [5.429, -2.898, -0.024], [6.268, -3.502, -0.952], [6.106, -3.231, -2.302], [5.124, -2.344, -2.725], [-0.080, -3.127, -2.317], [1.170, -3.750, -2.383], [1.424, -4.953, -1.744], [0.411, -5.576, -1.035], [-0.832, -4.973, -0.959], [-1.085, -3.749, -1.574], [-2.710, -2.926, -1.369], [-2.887, -2.725, 0.438], [-4.034, -2.040, 0.838], [-4.277, -1.775, 2.171], [-3.373, -2.190, 3.138], [-2.227, -2.866, 2.752], [-1.977, -3.122, 1.409], [-3.823, -4.364, -1.665], [-4.118, -4.696, -2.986], [-4.940, -5.769, -3.287], [-5.498, -6.527, -2.268], [-5.224, -6.202, -0.949], [-4.391, -5.132, -0.650], [-1.798, -1.129, -4.321], [-2.210, -2.247, -5.041], [-3.374, -2.231, -5.801], [-4.146, -1.085, -5.821], [-3.731, 0.048, -5.136], [-2.550, 0.061, -4.407], [-1.895, 1.511, -3.471], [-0.540, 1.934, -4.667], [-0.546, 1.575, -6.012], [0.476, 1.972, -6.863], [1.535, 2.720, -6.376], [1.557, 3.080, -5.036], [0.523, 2.700, -4.195], [-3.084, 2.844, -3.866], [-3.295, 3.383, -5.132], [-4.211, 4.406, -5.319], [-4.925, 4.903, -4.236], [-4.706, 4.385, -2.968], [-3.782, 3.367, -2.781], [0.345, -1.882, -6.167], [2.204, -1.525, -7.714], [4.311, -0.506, -6.898], [4.568, 0.013, -4.511], [1.851, 2.027, -1.497], [2.743, 4.272, -1.489], [5.165, 4.662, -1.908], [6.658, 2.730, -2.310], [5.741, 0.450, -2.379], [3.749, -1.599, 0.269], [5.535, -3.115, 1.031], [7.037, -4.190, -0.625], [6.746, -3.709, -3.032], [5.005, -2.151, -3.784], [1.967, -3.305, -2.964], [2.409, -5.395, -1.810], [0.587, -6.522, -0.539], [-1.627, -5.459, -0.405], [-4.734, -1.681, 0.094], [-5.161, -1.220, 2.452], [-3.556, -1.977, 4.182], [-1.527, -3.198, 3.509], [-1.063, -3.628, 1.119], [-3.707, -4.098, -3.787], [-5.154, -6.006, -4.322], [-6.146, -7.362, -2.501], [-5.657, -6.782, -0.143], [-4.190, -4.890, 0.385], [-1.633, -3.167, -4.991], [-3.684, -3.113, -6.347], [-5.073, -1.060, -6.380], [-4.336, 0.945, -5.175], [-1.358, 0.980, -6.412], [0.447, 1.678, -7.904], [2.344, 3.014, -7.034], [2.383, 3.654, -4.635], [0.511, 3.005, -3.157], [-2.732, 3.011, -5.981], [-4.362, 4.818, -6.308], [-5.639, 5.704, -4.381], [-5.238, 4.780, -2.114], [-3.564, 3.013, -1.781], [0.919, -3.845, 2.797], [1.056, -3.140, 1.580], [0.624, -1.849, 1.484], [0.916, -1.216, 0.504], [-0.056, -1.376, 2.572], [-0.560, -0.045, 2.485], [1.526, -4.742, 2.693], [-0.118, -4.148, 2.967], [1.275, -3.252, 3.642], [-0.662, -2.054, 3.022], [-1.058, 0.130, 3.350], [-1.266, 0.011, 1.723], [4.313, 0.205, 2.869], [2.650, 1.079, 2.289], [3.499, 2.802, 1.873], [1.887, 1.494, 4.071], [2.769, 2.217, 5.027], [3.590, 1.526, 5.916], [4.433, 2.201, 6.785], [4.469, 3.587, 6.785], [3.651, 4.289, 5.910], [2.812, 3.610, 5.042], [4.887, 0.827, 3.557], [4.913, 0.004, 1.981], [4.081, -0.747, 3.350], [4.083, 3.187, 2.709], [2.743, 3.532, 1.583], [4.153, 2.637, 1.015], [1.587, 0.519, 4.463], [0.974, 2.049, 3.862], [3.565, 0.443, 5.924], [5.061, 1.641, 7.466], [5.126, 4.117, 7.463], [3.664, 5.371, 5.904], [2.171, 4.161, 4.366]], "charge": -1, "energy_ev": -243780.0906, "homo_energy_ev": -3.6536, "multiplicity": 1}